(1)
The following is a quantum chemistry calculation of one molecule with the formula C4H9NO2, from the Open Molecules 2025 dataset.

Results
SMILES string = C[C@@H](CO)NC=O
M = 103.12 g mol⁻¹
F_max = 0.01236 Eh/bohr
HOMO level = -0.362 Ha
E_LUMO = 0.705 eV
Energy above the lowest of the compared OMol25 structures with the same formula, charge and spin = 118.7 kJ/mol
Calculated total energy = -9878.8303 eV
Frontier orbital gap = 10.6 eV

Each line ends with the Löwdin charge.
CARTESIAN COORDINATES (ANGSTROEM)
C (-1.014, 1.227, -0.625)  -0.070
C (-0.394, 0.415, 0.502)  -0.287
C (-1.005, -1.026, 0.561)  -0.247
O (-0.058, -1.943, 0.998)  -0.071
N (1.124, 0.516, 0.298)  0.070
C (1.925, -0.253, -0.482)  -0.330
O (1.644, -1.357, -0.932)  0.004
H (-0.615, 2.243, -0.606)  0.074
H (-2.109, 1.276, -0.600)  0.085
H (-0.718, 0.744, -1.563)  0.087
H (-0.580, 0.859, 1.488)  0.136
H (-1.848, -1.064, 1.273)  0.125
H (-1.456, -1.308, -0.414)  0.122
H (0.617, -1.910, 0.289)  0.031
H (1.563, 1.407, 0.520)  0.133
H (2.924, 0.174, -0.708)  0.139

=====

(2)
The following is a quantum chemistry calculation of one molecule with the formula C4H7NO2, from the Open Molecules 2025 dataset.

Results
SMILES string = O[C@H]1O[C@H]2CN[C@H]21
M = 101.10 g mol⁻¹
F_max = 0.00713 Eh/bohr
HOMO level = -0.337 Ha
E_LUMO = 0.972 eV
Energy above the lowest of the compared OMol25 structures with the same formula, charge and spin = 275.7 kJ/mol
Calculated total energy = -9844.4227 eV
Frontier orbital gap = 10.1 eV

Each line ends with the Löwdin charge.
CARTESIAN COORDINATES (ANGSTROEM)
O (1.321, 0.043, 1.551)  0.017
C (1.046, -0.781, 0.459)  -0.343
O (-0.236, -1.382, 0.632)  -0.024
C (-0.775, -0.674, -0.500)  -0.215
C (-1.229, 0.772, -0.212)  -0.123
N (0.090, 1.288, -0.657)  0.010
C (0.590, -0.072, -0.843)  -0.192
H (0.495, 0.020, 2.056)  0.107
H (1.862, -1.506, 0.358)  0.153
H (-1.399, -1.310, -1.127)  0.145
H (-1.499, 0.980, 0.832)  0.117
H (-2.036, 1.118, -0.867)  0.107
H (0.611, 1.769, 0.072)  0.100
H (1.158, -0.265, -1.754)  0.139

=====

(3)
The following is a quantum chemistry calculation of CH4INS as an isolated structure at a distorted geometry, from the Open Molecules 2025 dataset.

Results
M = 189.02 g mol⁻¹
F_max = 0.06378 Eh/bohr
HOMO level (spin up / spin down) = -0.316 / -0.317 Ha
E_LUMO (spin up / spin down) = -1.216 / -1.841 eV
Energy above the lowest of the compared OMol25 structures with the same formula, charge and spin = 466.5 kJ/mol
Calculated total energy = -21522.5389 eV
Frontier orbital gap (spin up / spin down) = 7.4 / 6.8 eV

Each line ends with the Löwdin charge.
CARTESIAN COORDINATES (ANGSTROEM)
C (0.328, -0.260, 0.178)  -0.556
N (-0.974, 1.653, -0.645)  0.074
S (1.659, 0.768, 0.730)  0.115
I (3.664, -0.197, 0.185)  0.396
H (0.327, -0.527, -0.802)  -0.017
H (-0.647, 0.548, 0.073)  -0.035
H (0.042, -1.163, 0.688)  0.046
H (-1.187, 1.180, -1.543)  -0.024

=====

(4)
The following is a quantum chemistry calculation of a 4-piece molecular cluster, C3H11NO3 overall at a distorted geometry, from the Open Molecules 2025 dataset.

Results
M = 109.12 g mol⁻¹
F_max = 0.12502 Eh/bohr
HOMO level (spin up / spin down) = -0.004 / -0.130 Ha
Spin multiplicity = 2
E_LUMO (spin up / spin down) = 3.610 / 3.580 eV
Energy above the lowest of the compared OMol25 structures with the same formula, charge and spin = 206.3 kJ/mol
Charge = -1
Calculated total energy = -10919.3164 eV
Frontier orbital gap (spin up / spin down) = 3.7 / 7.1 eV

Each line ends with the Löwdin spin population.
CARTESIAN COORDINATES (ANGSTROEM)
C (1.388, -0.468, 1.442)  0.089
C (0.230, -0.999, 1.879)  0.218
C (1.307, -1.282, -0.866)  0.341
N (1.719, -0.574, 0.090)  0.173
H (2.009, 0.140, 2.122)  -0.001
H (-0.477, -1.472, 1.151)  0.025
H (0.074, -0.841, 2.930)  0.023
H (1.973, -1.305, -1.717)  0.039
H (0.480, -2.116, -0.894)  0.043
H (1.390, 1.332, -0.272)  0.006
H (1.408, 2.830, -0.918)  0.000
O (0.797, 2.140, -0.578)  0.020
H (-1.915, -0.539, -0.507)  0.003
H (-2.546, -1.618, -1.017)  0.002
O (-2.235, -1.335, -0.146)  0.013
H (-1.290, 1.775, -0.749)  0.001
H (-2.262, 2.647, -1.038)  0.000
O (-2.116, 1.656, -1.084)  0.005

=====

> What is the formula in the first record?

C4H9NO2

=====

> What is the formula in the third record?

CH4INS

=====

> Among the records above, which one has the lowest F_max?

C4H7NO2

=====

> Which of these has the lowest energy above the lowest of the compared OMol25 structures with the same formula, charge and spin?

C4H9NO2